(1)
43
Properties=species:S:1:pos:R:3:nbo_charge:R:1 method="wB97M-V/def2-TZVPD" smiles=Cc1cc(C)cc(OCCCCCNCCO)c1 fmax_ha_per_bohr=0.0122 homo_lumo_gap_ha=0.33372 e_above_lowest_kj_mol=122.73
O -6.77 -0.51 -1.84 -0.720
O 1.36 1.82 1.41 -0.495
N -3.91 0.18 -2.04 -0.634
C 4.15 0.49 3.28 0.017
C -4.86 0.32 -3.12 -0.238
C -6.05 -0.66 -3.04 -0.081
C 3.03 1.21 2.91 -0.272
C -0.27 0.40 0.25 -0.423
C -3.01 -0.96 -2.14 -0.211
C 0.62 1.65 0.22 -0.054
C 3.01 0.13 0.77 -0.360
C 4.70 -0.42 2.38 -0.293
C -2.02 -0.95 -0.97 -0.390
C 4.73 -1.57 0.15 -0.648
C -1.14 0.30 -0.99 -0.402
C 4.77 0.67 4.63 -0.626
C 4.14 -0.60 1.13 0.123
C 2.45 1.04 1.65 0.332
H -5.24 1.34 -3.09 0.183
H -2.47 -0.87 -3.08 0.182
H 4.24 1.43 5.21 0.214
H -0.01 2.54 0.15 0.192
H 0.35 -0.49 0.34 0.203
H 5.09 -1.04 -0.73 0.217
H 1.28 1.63 -0.66 0.167
H 3.98 -2.29 -0.18 0.215
H -1.79 1.18 -1.07 0.218
H 5.57 -0.98 2.67 0.202
H -1.40 -1.84 -1.03 0.204
H -2.58 -0.98 -0.03 0.194
H -0.90 0.45 1.14 0.205
H 2.59 -0.02 -0.22 0.207
H -0.51 0.28 -1.88 0.191
H -6.70 -0.51 -3.91 0.159
H -4.34 0.18 -4.07 0.196
H 5.56 -2.11 0.59 0.213
H -3.55 -1.92 -2.14 0.164
H -4.42 0.13 -1.16 0.360
H 4.74 -0.26 5.19 0.218
H -7.08 0.40 -1.78 0.462
H 5.81 0.97 4.54 0.218
H 2.58 1.92 3.58 0.216
H -5.70 -1.69 -3.04 0.177

(2)
20
Properties=species:S:1:pos:R:3:nbo_charge:R:1 method="wB97M-V/def2-TZVPD" smiles=C[C@@]12CCN[C@@H]1[C@H]2N fmax_ha_per_bohr=0.1156 homo_lumo_gap_ha=0.33337 e_above_lowest_kj_mol=588.01
N 0.69 2.29 -1.14 -0.813
N -1.74 -0.25 0.80 -0.609
C -0.65 0.58 0.74 -0.094
C 0.42 -0.20 0.20 -0.049
C -0.09 -1.61 -0.27 -0.401
C 1.75 0.05 0.78 -0.621
C -0.25 1.25 -0.54 -0.095
C -1.54 -1.21 -0.33 -0.276
H -0.50 1.08 1.71 0.189
H 1.61 -0.08 1.84 0.216
H -1.64 -1.08 -1.44 0.191
H -1.04 0.95 -1.32 0.186
H -1.94 -2.22 -0.33 0.213
H 0.21 -2.40 0.54 0.194
H -2.80 0.21 1.12 0.393
H 2.26 1.19 0.54 0.208
H 0.35 -2.14 -1.15 0.223
H 1.65 1.63 -1.63 0.366
H 2.30 -0.84 0.16 0.220
H 0.94 2.81 -0.27 0.359

(3)
42
Properties=species:S:1:pos:R:3:nbo_charge:R:1 method="wB97M-V/def2-TZVPD" fmax_ha_per_bohr=0.0263 homo_lumo_gap_ha=0.12307 e_above_lowest_kj_mol=0.00
O -6.70 1.46 1.22 -0.662
O 0.32 -1.47 0.06 -0.562
O -6.27 1.02 3.35 -0.659
N 2.70 0.00 -1.15 -0.206
C 1.06 -2.03 -0.99 -0.081
C 1.85 0.86 -0.24 -0.217
C 2.01 0.61 1.24 -0.653
C 1.14 0.31 -3.20 -0.640
C -5.93 1.02 2.05 0.797
C -1.50 1.41 2.88 -0.612
C 2.48 -1.49 -0.95 -0.231
C 2.52 0.46 -2.58 -0.203
C -4.58 0.43 1.73 -0.517
C -1.10 -1.47 -0.12 -0.259
C 4.14 0.26 -0.84 -0.404
C -3.69 0.00 2.92 -0.653
C -2.52 0.74 2.92 0.057
H -0.80 2.18 2.65 0.199
H -1.56 -1.55 0.86 0.243
H 2.99 0.92 1.62 0.201
H 4.32 1.33 -0.90 0.229
H -4.73 -0.38 1.02 0.208
H 1.14 -3.11 -0.84 0.200
H -7.12 1.47 3.39 0.478
H -4.07 1.23 1.18 0.215
H 0.33 0.55 -2.53 0.235
H 3.09 -1.97 -1.72 0.221
H 4.36 -0.11 0.16 0.237
H -1.41 -0.53 -0.58 0.179
H 3.26 -0.09 -3.17 0.215
H 0.82 0.70 -0.53 0.245
H 2.81 1.51 -2.58 0.220
H 1.26 1.21 1.74 0.283
H -3.45 -1.06 2.81 0.172
H 1.07 0.98 -4.05 0.246
H 1.84 -0.42 1.51 0.243
H 4.75 -0.27 -1.57 0.221
H 0.99 -0.69 -3.60 0.220
H 2.10 1.89 -0.48 0.209
H 2.91 -1.72 0.02 0.234
H 0.58 -1.88 -1.96 0.183
H -1.42 -2.31 -0.75 0.168

(4)
19
Properties=species:S:1:pos:R:3:nbo_charge:R:1 method="wB97M-V/def2-TZVPD" smiles=NC[C@H](N)CCO fmax_ha_per_bohr=0.0241 homo_lumo_gap_ha=0.34811 e_above_lowest_kj_mol=167.95
O 1.93 -0.52 1.30 -0.728
N -1.79 -0.14 -1.09 -0.888
N -0.71 2.28 -0.76 -0.851
C 0.14 1.16 -0.32 -0.227
C 1.01 -1.61 1.07 -0.078
C -0.41 -0.25 -0.67 -0.054
C -0.36 -1.14 0.60 -0.421
H -2.28 0.70 -0.83 0.388
H -0.17 3.13 -0.63 0.362
H 1.41 -2.30 0.33 0.160
H -1.03 -1.98 0.41 0.217
H 2.60 -0.70 0.62 0.464
H 1.18 1.28 -0.67 0.169
H 0.86 -2.03 2.07 0.181
H -0.83 -0.57 1.41 0.199
H -2.16 -0.54 -1.93 0.376
H 0.17 -0.79 -1.41 0.177
H -0.93 2.17 -1.74 0.354
H 0.22 1.21 0.76 0.197

(5)
87
Properties=species:S:1:pos:R:3:mulliken_charge:R:1 method="wB97M-V/def2-TZVPD" fmax_ha_per_bohr=0.1615 homo_lumo_gap_ha=0.27955 total_charge=+1
P -1.37 1.14 -8.00 1.076
P 3.33 0.76 8.31 1.109
O -1.09 1.65 2.73 -0.208
O -1.52 -0.12 -9.05 -0.347
O -1.51 0.32 -6.58 -0.341
O 4.11 2.02 8.04 -0.746
O -2.74 1.73 -8.06 -0.781
O 0.65 0.67 3.39 -0.121
O 0.27 0.85 -7.86 -0.345
O 4.19 0.19 9.57 -0.356
O 2.02 1.38 9.11 -0.366
O 2.61 -0.75 8.27 -0.352
N 0.29 1.38 2.53 0.053
N -2.63 -1.26 1.07 0.322
N -2.08 -0.96 3.21 0.101
C 1.71 -1.07 7.21 -0.190
C -2.12 0.06 -10.33 -0.267
C -2.21 -0.40 1.99 0.512
C 1.33 2.53 8.62 -0.321
C 0.10 2.12 7.83 -0.798
C -2.43 0.76 -5.58 -0.286
C -2.43 -2.29 3.01 0.211
C 5.57 0.52 9.73 -0.305
C 2.22 -0.66 5.85 -1.075
C -2.85 -0.92 -0.37 -0.525
C -1.89 1.08 1.71 -0.428
C 1.84 -0.81 -3.45 -1.132
C -2.44 -3.40 3.97 -0.818
C -2.72 -2.14 -1.32 -0.866
C 5.73 1.64 10.74 -1.069
C 0.88 2.90 -9.06 -1.204
C 0.95 -1.91 -2.79 -0.591
C -2.80 -2.51 1.70 -0.206
C -1.26 -2.52 -1.68 -0.581
C -0.39 -1.35 -2.22 0.450
C 1.17 1.44 -8.79 -0.108
C -2.15 -4.44 4.50 -0.154
C -1.06 0.25 -11.40 -1.041
C -3.69 -0.08 -5.64 -1.140
H -1.51 0.24 -12.40 0.410
H -0.10 3.03 -9.54 0.371
H -2.65 1.82 -5.69 0.403
H 0.87 3.47 -8.13 0.348
H -0.30 -0.52 -11.35 0.262
H 6.77 1.95 10.82 0.369
H -2.82 0.89 -10.34 0.293
H 1.17 0.86 -9.72 0.186
H -1.95 0.62 -4.61 0.230
H 1.57 -2.15 7.24 0.353
H 6.02 0.79 8.77 0.330
H -2.84 1.64 1.64 0.287
H -1.82 -5.40 4.89 0.393
H -3.16 -3.43 1.22 0.454
H 5.13 2.51 10.48 0.276
H -1.80 -0.53 4.08 0.244
H 1.53 -1.00 5.07 0.290
H -1.35 1.17 0.73 0.343
H -0.56 1.22 -11.28 0.205
H -2.69 -0.85 -10.55 0.342
H 0.39 1.64 6.89 -0.002
H 5.39 1.31 11.72 0.284
H 0.75 -2.73 -3.51 0.387
H 1.03 3.11 9.49 0.339
H 0.73 -0.62 7.42 0.162
H -3.86 -0.46 -0.42 0.229
H -0.90 -0.75 -3.00 -0.287
H 1.27 -0.11 -4.09 0.223
H 2.61 -1.30 -4.09 0.363
H -0.51 1.41 8.40 0.264
H 6.08 -0.37 10.09 0.356
H 1.98 3.16 8.01 0.306
H -3.20 -3.04 -0.88 0.330
H -3.32 -1.91 -2.23 0.368
H -1.30 -3.28 -2.49 0.454
H -0.10 -0.64 -1.40 0.137
H -4.13 -0.07 -6.64 0.341
H -3.47 -1.12 -5.41 0.242
H 2.17 1.35 -8.37 0.331
H 2.40 -0.21 -2.70 0.316
H 1.52 -2.34 -1.94 0.286
H -2.14 -0.11 -0.65 0.307
H 2.32 0.42 5.77 0.358
H 3.20 -1.10 5.66 0.376
H -0.72 -2.97 -0.81 0.208
H -0.51 2.99 7.59 0.427
H 1.64 3.33 -9.72 0.379
H -4.44 0.29 -4.93 0.367